1.
Computed, not measured: the ion C8H15N2 with charge +1 in a non-equilibrium geometry, with ωB97M-V with the def2-TZVPD basis set.

Structure (XYZ):
```
25
Properties=species:S:1:pos:R:3:forces:R:3
C -0.302 -1.709 -1.358 0.7 0.0 -0.8
C 0.084 -0.352 -1.521 0.5 2.4 1.0
C -0.506 -2.751 -0.480 -0.7 -0.5 4.1
C 2.077 1.865 -0.094 0.5 0.5 -0.4
C 0.331 -1.410 1.266 -1.1 -0.2 -0.3
C -1.751 -0.038 1.085 -0.7 -1.2 -1.4
C 0.605 1.973 -0.469 -0.5 0.7 -1.3
C -0.288 0.040 0.799 1.5 -0.7 1.6
N -0.302 -2.736 0.884 0.0 3.9 -3.5
N 0.053 0.611 -0.548 -0.7 -4.1 0.4
H -0.251 -2.280 -2.236 -0.2 0.3 -2.1
H 0.437 0.043 -2.530 -0.7 -0.9 1.3
H -0.967 -3.684 -0.836 0.6 0.4 -0.2
H 2.740 2.414 -0.778 -0.3 -0.4 0.0
H 2.358 2.201 0.885 -0.3 0.4 0.7
H 2.279 0.816 -0.105 0.8 -0.6 -0.2
H -0.379 -3.545 1.456 -0.2 -0.3 0.5
H 1.300 -1.506 0.922 2.2 0.1 -1.1
H 0.471 -1.327 2.318 -0.5 -0.1 0.9
H -2.115 0.937 1.112 -1.0 1.7 0.2
H -1.869 -0.486 2.068 -0.4 -0.2 -0.1
H -2.348 -0.577 0.262 1.0 0.5 1.4
H 0.506 2.444 -1.509 -0.2 -0.4 1.7
H 0.003 2.491 0.333 0.5 -0.2 -1.3
H 0.233 0.743 1.562 -0.9 -1.1 -1.2
```
Forces are in eV/Å.

Properties
E_HOMO (eV): -12.973
E (hartree): -423.0263
SMILES string: CC[N+]1=CC=CNC[C@@H]1C
2S+1: 1
Total charge: +1

2.
Computed, not measured: the ion C8H15N2 with charge +1 in a non-equilibrium geometry, with ωB97M-V with the def2-TZVPD basis set.

Structure (XYZ):
```
25
Properties=species:S:1:pos:R:3:forces:R:3
C -2.248 -0.960 0.475 -1.5 -1.5 0.2
C -1.944 -1.166 -0.993 1.5 1.6 1.8
C -1.623 -0.085 1.265 0.7 0.1 -2.3
C -0.796 -0.634 -1.420 1.2 -0.1 -1.2
C -0.510 0.753 0.701 1.4 -0.6 0.3
C 0.222 -0.045 -0.504 0.9 3.4 1.8
C 1.195 0.967 -1.274 -2.0 -3.4 -0.5
C 2.205 -0.583 1.039 0.7 1.4 -0.8
N -0.900 2.051 0.193 0.3 0.5 0.6
N 1.141 -1.103 0.077 0.6 -0.8 -0.1
H -3.090 -1.558 0.893 0.7 0.5 -0.4
H -2.614 -1.580 -1.696 -0.9 -0.5 -0.3
H -1.828 0.211 2.247 -1.0 -0.3 1.4
H -0.441 -0.494 -2.463 -0.9 -0.8 0.4
H 0.204 0.888 1.591 -1.0 0.2 -1.6
H 1.671 1.738 -0.757 0.0 1.4 1.1
H 0.474 1.263 -2.053 1.4 0.6 -0.2
H 2.020 0.292 -1.553 -0.3 0.5 -1.1
H 2.516 -1.340 1.705 -0.2 -1.1 0.8
H 3.229 -0.256 0.582 -2.4 -0.3 0.1
H 1.683 0.221 1.601 1.2 -0.6 -0.4
H -1.745 2.011 -0.349 -0.4 0.1 0.0
H -0.929 2.837 0.858 0.0 -0.9 -0.4
H 0.530 -1.782 0.529 0.0 -0.1 0.5
H 1.576 -1.646 -0.693 -0.2 0.5 0.3
```
Forces are in eV/Å.

Properties
E_HOMO (eV): -12.808
E (hartree): -423.0223
SMILES string: C[NH2+][C@@]1(C)C=CC=C[C@@H]1N
2S+1: 1
Total charge: +1

3.
Computed, not measured: a structure of composition C8H15N2O3 in a non-equilibrium geometry, with ωB97M-V with the def2-TZVPD basis set.

Structure (XYZ):
```
28
Properties=species:S:1:pos:R:3:forces:R:3
C -0.561 -0.212 -0.255 0.9 -2.2 -0.1
C -1.896 0.444 0.025 0.2 -0.2 -0.2
C 1.879 0.096 -0.168 -1.6 1.4 -3.1
C -0.579 -1.773 -0.515 2.3 1.9 -1.5
C -1.763 1.887 0.348 -0.8 -0.6 0.2
C -2.972 -0.369 0.718 -1.9 2.2 -1.8
C 2.789 1.082 -0.886 1.6 0.3 2.3
C 2.487 -1.164 0.262 -0.2 -0.5 2.9
N 0.610 0.490 -0.326 0.0 -1.4 0.9
N -2.006 0.443 -1.433 -0.5 -0.6 -1.2
O -2.685 -0.489 -1.946 0.3 0.3 0.1
O 2.112 2.019 -1.583 1.6 2.3 -2.1
O 3.292 -2.027 -0.562 -0.5 -0.1 -1.0
H 0.373 -2.029 -1.213 -1.9 0.5 1.7
H -1.446 -2.116 -1.078 -0.2 0.3 0.2
H -0.496 -2.241 0.438 0.1 -1.0 0.5
H -1.217 2.045 1.222 0.8 0.2 1.9
H -2.752 2.322 0.422 -0.1 0.4 -0.2
H -1.139 2.249 -0.415 0.3 1.1 -1.1
H -2.707 -0.982 1.495 0.9 -1.2 2.1
H -3.308 -0.986 -0.103 -0.4 -0.6 -0.2
H -3.907 0.248 0.993 1.6 -0.6 -0.2
H 3.546 0.618 -1.532 -0.2 -0.4 0.1
H 3.372 1.691 -0.132 0.1 -0.8 -0.2
H 1.688 -1.649 0.851 0.1 -0.7 -0.7
H 3.159 -0.909 1.142 0.0 -0.2 -1.2
H 1.202 1.860 -1.542 -2.5 -0.7 0.4
H 2.873 -2.301 -1.420 0.0 0.8 1.4
```
Forces are in eV/Å.

Properties
E_HOMO (eV): -2.370
E (hartree): -648.9054
2S+1: 1
Total charge: -1

4.
Computed, not measured: the molecule C8H15N2O3P in a non-equilibrium geometry, with ωB97M-V with the def2-TZVPD basis set.

Structure (XYZ):
```
29
Properties=species:S:1:pos:R:3:forces:R:3
C -0.363 4.011 -0.121 -0.3 1.2 1.8
C -0.342 2.746 -0.481 0.3 -1.6 -0.1
C -2.323 1.428 0.913 -1.6 -1.5 -4.3
C 1.126 0.610 -0.452 -1.0 -0.5 -1.5
C 0.498 1.753 0.292 -1.0 -0.3 -0.5
C 0.102 0.230 0.555 -0.4 1.8 -1.3
C 0.651 -3.709 -0.379 2.0 0.0 -0.8
C -0.465 -1.704 -0.963 -1.7 0.4 1.8
N 0.443 -0.462 1.735 3.3 -1.2 0.1
N -0.309 -2.726 -0.217 -2.3 1.2 1.3
O -2.075 0.293 -1.531 0.0 -0.5 1.5
O -3.153 2.169 0.404 0.7 -0.7 0.8
O -2.365 -1.245 0.783 -0.1 -0.5 0.2
P -1.609 -0.228 0.008 -0.7 1.8 -1.1
H -0.963 4.822 -0.544 0.2 -0.6 -0.3
H 0.061 4.277 0.890 0.0 -0.2 -1.3
H -0.900 2.290 -1.317 0.4 0.8 0.3
H -1.956 1.539 1.874 0.8 0.7 2.7
H 0.795 0.361 -1.532 1.0 1.0 1.7
H 2.122 0.405 -0.142 0.9 -0.4 -0.3
H 1.030 2.232 1.102 0.4 -0.2 0.0
H 1.593 -3.505 0.084 0.4 0.4 1.3
H 0.270 -4.610 -0.003 -0.2 -1.6 -0.2
H 0.996 -3.620 -1.392 -0.3 -1.1 -0.9
H 0.315 -1.748 -1.630 1.6 0.6 -2.4
H 0.267 0.155 2.494 0.0 0.1 1.1
H 1.510 -0.757 1.744 -2.9 1.0 0.1
H -0.979 -2.810 0.554 -0.1 0.2 0.0
H -2.875 0.855 -1.426 0.6 -0.1 0.2
```
Forces are in eV/Å.

Properties
E_HOMO (eV): -7.847
E (hartree): -990.2693
2S+1: 1

Computed values of M (unit: u) for the preceding records, in sequence: 139.22 139.22 187.22 218.19.